DFT (ωB97M-V with the def2-TZVPD basis set) results for a 9-piece molecular cluster, C89H117N15O3 overall.

```
224
C89H117N15O3, DFT ωB97M-V with the def2-TZVPD basis set
C -5.1219 4.9898 -5.0700
C -4.9120 4.2545 -3.7595
C -6.1343 4.7394 -2.9152
C -6.2767 4.0456 -1.5865
C -6.2113 2.5306 -1.7849
C -5.0226 1.9475 -2.5807
N -4.9195 2.7616 -3.8620
O -4.0330 2.1672 -4.9521
C -5.4468 0.4982 -3.0245
C -3.7694 1.8330 -1.6844
C -3.4987 4.6493 -3.1207
H -5.9949 4.6113 -5.6018
H -4.3706 4.7129 -5.8095
H -5.0945 6.0635 -4.8842
H -7.1129 4.5882 -3.3708
H -5.9250 5.7417 -2.5415
H -7.2656 4.3150 -1.2155
H -5.4740 4.4140 -0.9477
H -7.0735 2.0882 -2.2838
H -6.1411 2.1653 -0.7603
H -5.5644 -0.1381 -2.1474
H -4.7161 0.0986 -3.7277
H -6.3133 0.5288 -3.6852
H -3.7105 2.6746 -0.9942
H -2.8200 1.7740 -2.2166
H -3.8659 0.9737 -1.0207
H -3.5280 4.4741 -2.0453
H -3.2860 5.7016 -3.3089
H -2.7453 3.9951 -3.5595
O -0.4461 -0.4270 0.1180
C -0.5715 1.0012 -0.0310
C 0.2008 1.9756 0.9496
O 1.5940 2.1689 0.7804
H -1.6246 1.2824 -0.0202
H -0.2989 1.3664 -1.0212
H 0.0091 1.7294 1.9940
H -0.3484 2.9093 0.8293
C -0.0182 -3.3741 -1.5041
C -0.0749 -4.6896 -2.2228
N 0.3760 -5.7198 -1.4148
C -0.2847 -6.4314 -0.4523
C 0.6075 -7.0967 0.3466
N 1.8772 -6.7276 -0.0319
C 1.7097 -5.9664 -1.1704
C 3.1180 -6.9489 0.6740
H 0.0216 -2.5679 -2.2366
H 0.8748 -3.2749 -0.8871
H -0.8320 -3.2583 -0.7882
H 0.6039 -4.6256 -3.0732
H -1.0633 -4.8789 -2.6415
H -1.3628 -6.4367 -0.5152
H 0.4305 -7.6092 1.2806
H 2.5546 -5.5501 -1.6988
H 3.2033 -6.2578 1.5125
H 4.0208 -6.7368 0.1012
H 3.0319 -7.9512 1.0936
C 7.2490 -1.5963 8.2647
N 6.6120 -0.6558 7.3806
C 6.3463 0.5806 7.8852
C 5.7032 1.5838 7.1265
C 5.3601 1.2824 5.7909
C 5.5211 -0.0847 5.3651
C 6.1454 -1.0277 6.1612
C 4.5416 2.2406 4.9718
C 5.3309 3.3096 4.4385
C 4.6449 4.2367 3.6756
N 3.3411 4.1436 3.3544
C 2.6605 3.0284 3.6806
C 3.2366 2.0577 4.5480
C 2.6446 5.0773 2.4498
H 7.9861 -2.1553 7.6882
H 6.5168 -2.1048 8.8918
H 7.9216 -1.0110 8.8917
H 6.7388 0.7893 8.8695
H 5.5178 2.5288 7.6154
H 5.0690 -0.3579 4.4231
H 6.1816 -2.0911 5.9761
H 6.3579 3.5598 4.6597
H 5.1374 5.1500 3.3759
H 1.6957 2.8230 3.2408
H 2.6814 1.1418 4.6870
H 2.1365 5.7995 3.0888
H 1.9223 4.4528 1.9241
H 3.3863 5.4839 1.7624
C -5.3006 -8.4758 -1.7912
N -4.9009 -7.1801 -2.3933
C -5.4478 -6.0715 -1.9225
C -5.0618 -4.8145 -2.3802
C -4.0547 -4.7449 -3.3341
C -3.5020 -5.9338 -3.8352
C -3.9596 -7.1441 -3.3526
C -3.3357 -3.4470 -3.5401
C -3.3817 -2.3824 -2.5974
C -2.5635 -1.2340 -2.8409
N -1.8178 -1.1030 -3.9131
C -1.8832 -2.0608 -4.8645
C -2.5415 -3.2864 -4.6887
C -0.9295 0.1167 -4.0908
H -4.9091 -8.6063 -0.7823
H -4.9013 -9.3180 -2.3563
H -6.3885 -8.5003 -1.7279
H -6.3056 -6.1089 -1.2673
H -5.4874 -3.9644 -1.8677
H -2.6768 -5.7248 -4.4999
H -3.4843 -8.0798 -3.6076
H -3.9209 -2.3169 -1.6639
H -2.3417 -0.4609 -2.1201
H -1.1943 -1.9059 -5.6817
H -2.4940 -3.9963 -5.5012
H -1.6657 0.9171 -4.0172
H -0.3833 0.1437 -5.0337
H -0.1750 -0.0262 -3.3173
C 2.5286 -0.3521 -1.9884
N 3.1111 -1.2796 -1.0048
C 4.1285 -2.0897 -1.3096
C 4.6321 -2.9443 -0.3512
C 4.1692 -2.8350 0.9760
C 3.2891 -1.7410 1.2594
C 2.6838 -1.0248 0.2232
C 4.6649 -3.7364 2.0348
C 3.8250 -4.0215 3.1534
C 4.2155 -4.8903 4.1442
N 5.2552 -5.6998 3.9033
C 6.0926 -5.4954 2.8660
C 5.7888 -4.4986 1.9149
C 5.6017 -6.6729 4.9470
H 1.8669 0.3891 -1.5402
H 1.9779 -0.9857 -2.6837
H 3.3864 0.0603 -2.5196
H 4.5500 -2.0144 -2.3011
H 5.3888 -3.6386 -0.6856
H 3.0115 -1.5442 2.2844
H 2.0175 -0.1940 0.4025
H 2.8719 -3.5235 3.2530
H 3.5833 -5.1632 4.9762
H 7.0098 -6.0562 2.9690
H 6.4653 -4.3584 1.0848
H 6.6843 -6.5889 5.0427
H 5.3223 -7.7093 4.7572
H 5.1623 -6.4252 5.9132
C 0.7828 12.2283 -1.1479
N 0.2774 10.8918 -0.8191
C 0.6675 10.3571 0.2789
C 0.1457 9.1054 0.6653
C -0.8885 8.5197 -0.0499
C -1.3341 9.2046 -1.1949
C -0.7421 10.3930 -1.6096
C -1.4703 7.2457 0.3692
C -0.7425 6.3613 1.2116
C -1.3998 5.1721 1.6730
N -2.6889 4.9661 1.4393
C -3.3406 5.8583 0.6962
C -2.8073 6.9983 0.1629
C -3.3158 3.7291 1.9128
H -0.0297 12.9171 -1.3793
H 1.4529 12.0743 -1.9937
H 1.2634 12.7301 -0.3081
H 1.4485 10.8531 0.8360
H 0.4785 8.6564 1.5894
H -2.2437 8.9983 -1.7395
H -0.9716 10.9852 -2.4831
H 0.3194 6.4806 1.3686
H -0.8950 4.4994 2.3506
H -4.3954 5.6446 0.6061
H -3.3763 7.6662 -0.4668
H -4.2042 3.5307 1.3132
H -3.5580 3.9413 2.9542
H -2.5421 2.9650 1.8380
C 5.3166 4.1772 -1.2097
N 4.2323 3.9206 -2.1964
C 2.9733 3.5625 -1.7706
C 1.8835 3.3808 -2.6643
C 2.2163 3.4467 -4.0545
C 3.5475 3.6143 -4.4817
C 4.5292 3.9105 -3.5344
C 1.1222 3.2783 -5.1119
C 1.3554 2.5282 -6.3337
C 0.2383 2.3772 -7.1855
N -0.9981 2.8836 -6.9135
C -1.2072 3.6211 -5.8023
C -0.1278 3.8992 -4.9299
C -2.1717 2.4386 -7.7613
H 6.0400 3.3619 -1.1985
H 4.9680 4.4174 -0.2053
H 5.8147 5.0831 -1.5549
H 2.8643 3.5140 -0.6973
H 0.8470 3.2920 -2.3743
H 3.8088 3.6754 -5.5278
H 5.5412 4.1092 -3.8550
H 2.3203 2.0704 -6.4946
H 0.4030 1.8514 -8.1144
H -2.1936 4.0172 -5.6113
H -0.3218 4.4938 -4.0494
H -3.0414 3.0501 -7.5208
H -2.5086 1.4031 -7.7136
H -1.8442 2.6463 -8.7800
C -0.0938 -0.7442 3.4648
N -0.4665 -2.1993 3.5782
C -0.5627 -2.7094 4.8587
C -0.9214 -4.0736 4.9954
C -1.2457 -4.8360 3.8541
C -1.2019 -4.2315 2.5616
C -0.7988 -2.9296 2.4898
C -1.7434 -6.2109 4.0375
C -2.8524 -6.6908 3.3188
C -3.3222 -7.9776 3.4213
N -2.7159 -8.8241 4.2822
C -1.7203 -8.3854 5.1311
C -1.1628 -7.1351 4.9485
C -3.3549 -10.1143 4.4500
H 0.5091 -0.5500 2.5777
H 0.4366 -0.4242 4.3617
H -0.9881 -0.1217 3.4361
H -0.2499 -2.1633 5.7364
H -1.0138 -4.4862 5.9892
H -1.4196 -4.8403 1.6965
H -0.8130 -2.4441 1.5252
H -3.3153 -6.0476 2.5851
H -4.2171 -8.3057 2.9134
H -1.2958 -8.9736 5.9312
H -0.2804 -6.8073 5.4778
H -3.6803 -10.1305 5.4901
H -2.6142 -10.8811 4.2230
H -4.2163 -10.3047 3.8097
```

Kohn-Sham gap = 0.0460 Ha
Calculated total energy = -4503.48314 a.u.
Highest occupied orbital energy = -20.561 eV
Total charge = +10
Lowest unoccupied orbital energy = -19.308 eV
M = 1445.02 Da

Here are the Löwdin charges for atoms 1 to 4, given in e: C -0.0271; C -0.4608; C -0.1277; C -0.1830